3 unconnected molecules or ions with the total composition C15H37Cl2N3OP. Source: the Open Molecules 2025 dataset; level of theory: the ωB97M-V functional and the def2-TZVPD basis.

CARTESIAN COORDINATES (ANGSTROEM)
C (-0.74924, 0.13210, -1.99826)
C (-2.13805, 0.47084, -1.48237)
Cl (-2.07134, 0.56832, 0.31777)
C (-2.62947, 1.80324, -2.06681)
N (-3.88427, 2.34125, -1.64718)
P (-5.15470, 1.39230, -1.50136)
O (-6.21802, 1.66777, -2.82182)
Cl (-6.39853, 2.59179, -0.24161)
H (-0.71612, 0.27259, -3.08133)
H (0.00213, 0.76807, -1.52732)
H (-0.48943, -0.90520, -1.78057)
H (-2.82652, -0.34492, -1.70117)
H (-2.56945, 1.65923, -3.16406)
H (-1.83211, 2.52850, -1.83225)
H (-5.90090, 1.08130, -3.52356)
C (2.05524, -6.54530, 1.31037)
C (1.53541, -5.12841, 1.50202)
N (0.92131, -4.58128, 0.30677)
C (0.68320, -3.14580, 0.38289)
C (-0.31687, -2.63034, 1.42082)
C (-0.15720, -5.37237, -0.26428)
C (-1.36150, -5.69600, 0.62984)
H (2.73174, -6.59389, 0.45558)
H (2.59945, -6.86299, 2.20126)
H (1.24767, -7.26061, 1.14937)
H (2.37623, -4.47437, 1.75054)
H (0.86771, -5.11335, 2.37892)
H (0.37195, -2.81156, -0.61003)
H (1.65323, -2.67294, 0.56726)
H (-1.34878, -2.82997, 1.13617)
H (-0.22408, -1.54754, 1.51098)
H (-0.13903, -3.06644, 2.40591)
H (0.26775, -6.31408, -0.62165)
H (-0.49977, -4.84710, -1.15918)
H (-1.04783, -6.02443, 1.62246)
H (-1.94275, -6.50618, 0.18459)
H (-2.02674, -4.84364, 0.75358)
C (1.68822, 1.73292, 1.25348)
C (2.37073, 3.07551, 1.05748)
N (1.99901, 3.69698, -0.20285)
C (2.79570, 4.86167, -0.53136)
C (2.67760, 6.09667, 0.37211)
C (0.56564, 3.80289, -0.46204)
C (-0.30031, 4.55529, 0.55272)
H (1.86901, 1.08063, 0.39702)
H (2.05686, 1.23423, 2.15157)
H (0.60981, 1.85134, 1.35987)
H (3.45726, 2.94127, 1.03774)
H (2.15380, 3.70804, 1.93472)
H (2.55434, 5.14900, -1.55889)
H (3.84372, 4.54209, -0.54288)
H (1.73640, 6.62364, 0.22096)
H (3.48721, 6.79565, 0.14897)
H (2.75175, 5.83157, 1.42774)
H (0.16510, 2.79291, -0.56050)
H (0.45158, 4.25586, -1.45023)
H (-0.05767, 4.26896, 1.57814)
H (-1.34949, 4.30696, 0.38331)
H (-0.19654, 5.63736, 0.47060)

Largest force on an atom (eV/Å): 0.4
LUMO (eV): 2.6
2S+1: 1
Total energy (eV): -57008.7434
Net charge: -1
Gap between HOMO and LUMO (eV): 6.03

A molecular structure, C15H37InNO. Source: the Open Molecules 2025 dataset; level of theory: the ωB97M-V functional and the def2-TZVPD basis.

CARTESIAN COORDINATES (ANGSTROEM)
N (-0.94853, -4.25959, 0.51305)
C (0.10743, -4.16158, -0.47059)
O (1.05313, -4.85906, -0.39416)
C (-0.05391, -3.11563, -1.51974)
C (0.89049, -1.93676, -1.24179)
In (-0.04853, -0.48136, 0.21607)
H (-1.80972, -3.99129, 0.04465)
H (-0.77284, -3.49282, 1.17013)
H (0.11269, -3.55563, -2.49549)
H (-1.06840, -2.74244, -1.49254)
H (1.77884, -2.29040, -0.75219)
H (1.14191, -1.45042, -2.16416)
H (1.22533, 0.57509, 0.91644)
H (-0.61334, -1.51757, 1.58797)
H (-1.37525, 0.44462, -0.52128)
C (6.87019, 2.56504, -2.19983)
C (7.08673, 1.75110, -0.92733)
C (6.74468, 0.27120, -1.08610)
C (5.28374, -0.01945, -1.43398)
C (4.25894, 0.52829, -0.44135)
C (4.39507, -0.05756, 0.95794)
H (5.82262, 2.56454, -2.50286)
H (7.16807, 3.60443, -2.04816)
H (7.46322, 2.16286, -3.02451)
H (6.50359, 2.18668, -0.11207)
H (8.13686, 1.83480, -0.63064)
H (7.01028, -0.25239, -0.16334)
H (7.38156, -0.15713, -1.86851)
H (5.15578, -1.10354, -1.51058)
H (5.05978, 0.37839, -2.42885)
H (3.25938, 0.29958, -0.81571)
H (4.32318, 1.61966, -0.39076)
H (4.30152, -1.14542, 0.93384)
H (3.60861, 0.33021, 1.60450)
H (5.35782, 0.19459, 1.41203)
C (-7.32140, 2.49799, 0.12036)
C (-7.27360, 1.11781, 0.76948)
C (-6.48476, 1.08733, 2.07667)
C (-5.00581, 1.45587, 1.94534)
C (-4.20455, 0.59428, 0.96941)
C (-4.15489, -0.87741, 1.36135)
H (-6.32610, 2.84365, -0.16088)
H (-7.93023, 2.47705, -0.78560)
H (-7.75752, 3.23308, 0.80090)
H (-6.85736, 0.39630, 0.06202)
H (-8.29733, 0.78952, 0.97417)
H (-6.57392, 0.09076, 2.51848)
H (-6.95454, 1.77505, 2.78939)
H (-4.54482, 1.38886, 2.93597)
H (-4.91697, 2.50463, 1.64474)
H (-3.18543, 0.97632, 0.92335)
H (-4.60823, 0.69225, -0.04285)
H (-3.72671, -0.99967, 2.35775)
H (-3.53363, -1.43983, 0.66414)
H (-5.15313, -1.32488, 1.35569)

Largest force on an atom (eV/Å): 2.6
LUMO (eV): 2.9
2S+1: 1
Total energy (eV): -24866.1030
Net charge: -1
Gap between HOMO and LUMO (eV): 7.66

A molecular structure, C15H38ClGaNO3S. Source: the Open Molecules 2025 dataset; level of theory: the ωB97M-V functional and the def2-TZVPD basis.

CARTESIAN COORDINATES (ANGSTROEM)
C (1.04566, -4.53460, 3.08546)
C (0.42644, -3.94586, 1.81400)
C (1.34432, -4.02041, 0.59337)
C (2.60348, -3.14470, 0.70445)
N (2.45936, -1.80060, 0.16709)
Ga (3.38821, -1.31236, -1.44114)
O (4.95595, -0.41781, -1.02834)
S (2.13421, 0.25290, -2.59625)
C (3.85330, -2.95443, -2.55822)
Cl (4.49135, -2.42234, -4.18136)
C (2.77793, -4.00651, -2.78388)
C (1.43482, -3.46832, -3.26819)
H (1.73248, -5.35112, 2.84272)
H (1.61584, -3.79082, 3.64487)
H (0.28413, -4.93430, 3.75997)
H (-0.51305, -4.46203, 1.59332)
H (0.16347, -2.89580, 1.98624)
H (1.61040, -5.07044, 0.41397)
H (0.79491, -3.69232, -0.29657)
H (3.43701, -3.65537, 0.20409)
H (2.89625, -3.10522, 1.76870)
H (1.47972, -1.54185, 0.12908)
H (5.29120, -0.73673, -0.18158)
H (0.94502, -0.08048, -2.07688)
H (4.71666, -3.43424, -2.08975)
H (2.63826, -4.53338, -1.83180)
H (3.14103, -4.75547, -3.50130)
H (1.49517, -3.16151, -4.31510)
H (0.64596, -4.21905, -3.17210)
H (1.14352, -2.58237, -2.69781)
C (2.21692, 3.09554, -0.33845)
C (0.81717, 3.36850, -0.84643)
O (-0.21728, 3.05136, 0.08493)
C (-0.16441, 3.73535, 1.31790)
C (-0.31612, 5.24386, 1.19457)
H (2.30828, 2.06252, -0.00324)
H (2.92522, 3.22381, -1.15690)
H (2.50726, 3.76759, 0.47302)
H (0.61697, 2.73326, -1.70790)
H (0.71807, 4.41284, -1.16922)
H (0.75752, 3.49200, 1.85806)
H (-0.99367, 3.32755, 1.90028)
H (0.54275, 5.70115, 0.70233)
H (-0.40625, 5.68834, 2.18765)
H (-1.21243, 5.49095, 0.62200)
C (-6.09887, 1.08903, 1.44063)
C (-6.26614, 2.43024, 0.74507)
O (-5.38151, 3.43379, 1.20567)
C (-3.99722, 3.15316, 1.02640)
C (-3.57722, 2.93649, -0.41446)
H (-6.14776, 1.21281, 2.52356)
H (-6.89936, 0.41406, 1.13298)
H (-5.15157, 0.61107, 1.19014)
H (-7.26263, 2.82906, 0.94054)
H (-6.17487, 2.30243, -0.33981)
H (-3.70157, 2.29242, 1.63757)
H (-3.48947, 4.02658, 1.43751)
H (-3.99464, 2.01897, -0.83257)
H (-2.49052, 2.85788, -0.46370)
H (-3.89964, 3.77493, -1.03518)

Largest force on an atom (eV/Å): 0.3
LUMO (eV): 2.5
2S+1: 1
Total energy (eV): -99540.5754
Net charge: -1
Gap between HOMO and LUMO (eV): 7.22

6 unconnected molecules or ions with the total composition C15H38F5INO8S6. Source: the Open Molecules 2025 dataset; level of theory: the ωB97M-V functional and the def2-TZVPD basis.

CARTESIAN COORDINATES (ANGSTROEM)
O (1.90939, -1.55560, 0.64323)
S (2.16874, -0.21003, 0.20044)
O (3.50434, 0.30229, 0.27137)
O (1.75746, -0.13720, -1.34018)
C (1.10373, 0.90257, 1.11226)
C (-0.18422, 1.34197, 0.39906)
C (-1.09006, 0.13321, 0.24901)
N (-2.43691, 0.37761, -0.41980)
I (-2.30519, 1.56207, -2.19255)
C (-3.52356, 0.85171, 0.52279)
F (-4.53408, 1.33008, -0.20181)
F (-3.05942, 1.79945, 1.33504)
C (-4.07619, -0.38214, 1.31220)
F (-5.14821, -0.08711, 2.00041)
F (-3.14814, -0.88038, 2.13211)
F (-4.32233, -1.28327, 0.35047)
H (1.37042, -0.99923, -1.57691)
H (1.72945, 1.77939, 1.29992)
H (0.89124, 0.37166, 2.04676)
H (0.08906, 1.77877, -0.56571)
H (-0.63842, 2.09894, 1.04616)
H (-0.62336, -0.66293, -0.34112)
H (-1.28872, -0.29484, 1.23141)
H (-2.75286, -0.54405, -0.74894)
C (2.80825, -1.76247, 3.52817)
S (2.30967, -0.86886, 4.98502)
O (1.39511, 0.20127, 4.45735)
C (3.88938, -0.09943, 5.31495)
H (1.92046, -2.25636, 3.14083)
H (3.17370, -1.04000, 2.80160)
H (3.57368, -2.50233, 3.75982)
H (4.19928, 0.47291, 4.44002)
H (4.60743, -0.88589, 5.54795)
H (3.76274, 0.56232, 6.16934)
C (-5.05846, 5.71531, -3.49241)
S (-3.58804, 4.91814, -4.13541)
O (-3.71496, 3.47707, -3.70680)
C (-2.41801, 5.68712, -3.02335)
H (-5.91151, 5.32259, -4.04115)
H (-5.16686, 5.49690, -2.43009)
H (-4.97687, 6.78852, -3.66100)
H (-2.70250, 5.47781, -1.99160)
H (-2.40425, 6.75961, -3.21089)
H (-1.43755, 5.27097, -3.24708)
C (-2.81448, -4.30108, 0.25137)
S (-1.16979, -3.84408, -0.30443)
O (-1.35024, -2.63837, -1.18204)
C (-0.92026, -5.26844, -1.36084)
H (-3.15688, -3.49035, 0.89027)
H (-3.48037, -4.41181, -0.60425)
H (-2.77005, -5.22373, 0.82835)
H (-1.70097, -5.30047, -2.12026)
H (-0.93823, -6.16813, -0.74733)
H (0.05454, -5.16474, -1.83231)
C (7.69463, -3.72098, 5.75084)
S (6.13331, -4.04637, 4.93116)
O (5.11564, -3.18068, 5.59612)
C (5.90047, -5.69862, 5.58916)
H (7.99025, -2.70401, 5.50252)
H (7.56380, -3.81798, 6.82813)
H (8.44616, -4.42062, 5.38611)
H (5.89583, -5.65615, 6.67783)
H (6.70074, -6.34487, 5.22947)
H (4.94209, -6.06418, 5.22727)
C (-1.66630, 2.58670, -6.31403)
S (-0.87867, 4.13642, -6.76500)
O (-1.16273, 5.07006, -5.63863)
C (-2.00529, 4.55469, -8.09706)
H (-1.12142, 2.22019, -5.44469)
H (-2.70743, 2.77066, -6.04681)
H (-1.59248, 1.86243, -7.12459)
H (-3.02352, 4.59564, -7.71098)
H (-1.91945, 3.81030, -8.88817)
H (-1.71181, 5.53036, -8.47812)

Largest force on an atom (eV/Å): 1.6
LUMO (eV): -4.2
2S+1: 1
Total energy (eV): -120730.7868
Net charge: +1
Gap between HOMO and LUMO (eV): 6.04

Which value of net charge does entry 3 give? -1

largest force on an atom of number 4 (C15H38F5INO8S6)? 1.6 eV/Å

total energy of number 3 (C15H38ClGaNO3S)? -99540.5754 eV